[1]
Here is a 3-piece molecular cluster, C31H44FO7P overall in a non-equilibrium geometry from OMol25. Energies are from the ωB97M-V functional and the def2-TZVPD basis.

Element x y z (Å)
O: -5.1238 3.4706 2.6212
C: -5.6584 4.7008 2.4033
O: -5.3374 5.9054 3.1917
C: -6.7804 4.8466 1.2180
C: -6.1228 4.9720 -0.3125
C: -5.2866 3.6381 -0.7744
C: -6.0509 2.4332 -1.6447
C: -7.6740 2.5016 -2.0422
C: -7.9967 3.5390 -3.2730
F: -6.8167 4.2513 -3.8166
C: -5.2693 1.0697 -2.1881
C: -3.6867 0.9135 -1.7930
C: -2.8811 2.0660 -0.8872
C: -3.6747 3.4506 -0.3856
P: -2.6382 4.6798 0.6376
O: -2.2131 4.1604 2.0785
O: -1.1143 4.9186 -0.2442
O: -3.3241 6.2644 0.8339
C: -1.3130 1.7201 -0.5423
O: -0.6604 2.0164 0.5839
C: -0.4686 0.8693 -1.6918
C: 1.1378 1.0119 -1.9864
C: 1.8833 0.0604 -3.1420
C: 1.0778 -1.0366 -4.0737
C: -0.5606 -1.1707 -3.7797
C: -1.2790 -0.2646 -2.6166
C: -2.8927 -0.4254 -2.3126
O: -3.6163 -1.5360 -2.4922
H: -4.3954 5.8969 3.5336
H: -7.6019 5.6693 1.4249
H: -7.3761 3.8122 1.1976
H: -5.5554 5.9918 -0.4808
H: -7.0740 5.0284 -1.0324
H: -8.2442 2.8793 -1.0899
H: -8.0177 1.3788 -2.2588
H: -8.7977 4.3214 -2.8705
H: -8.5613 2.9260 -4.1185
H: -5.8563 0.2583 -2.8324
H: -0.5360 5.3769 0.4592
H: -3.4260 6.7396 -0.0630
H: 1.8032 1.7547 -1.3736
H: 3.0569 0.1453 -3.3306
H: 1.6201 -1.7022 -4.8803
H: -1.1393 -1.9649 -4.4498
C: 5.2622 -1.1766 1.6009
C: 4.2567 -0.2559 0.9272
C: 4.4404 1.2177 1.2945
C: 4.2504 1.5565 2.7772
C: 2.8917 1.1747 3.3705
C: 1.7232 1.8964 2.7174
H: 5.1555 -1.1629 2.6894
H: 5.1120 -2.2075 1.2657
H: 6.2871 -0.8851 1.3498
H: 3.2393 -0.5866 1.1639
H: 4.3672 -0.3581 -0.1597
H: 3.7481 1.8184 0.6931
H: 5.4482 1.5348 0.9959
H: 4.4023 2.6356 2.9065
H: 5.0380 1.0707 3.3653
H: 2.8990 1.4231 4.4390
H: 2.7363 0.0926 3.3083
H: 1.8394 2.9818 2.8001
H: 0.7864 1.6184 3.2109
H: 1.6293 1.6381 1.6589
C: 5.0175 -8.3971 -1.2285
C: 4.0237 -8.0601 -0.1279
C: 3.4200 -6.6607 -0.2613
C: 4.4172 -5.5006 -0.1667
C: 5.2431 -5.4463 1.1212
C: 4.3994 -5.2556 2.3721
H: 5.8867 -7.7336 -1.2039
H: 5.3794 -9.4228 -1.1076
H: 4.5490 -8.3175 -2.2147
H: 4.5033 -8.1796 0.8499
H: 3.2081 -8.7934 -0.1610
H: 2.6460 -6.5377 0.5051
H: 2.9000 -6.5891 -1.2256
H: 3.8623 -4.5596 -0.2711
H: 5.1034 -5.5399 -1.0210
H: 5.9459 -4.6073 1.0460
H: 5.8537 -6.3494 1.2239
H: 3.8069 -4.3374 2.3071
H: 5.0449 -5.1795 3.2529
H: 3.7185 -6.0963 2.5323

Its LUMO energy is -1.8 eV. The HOMO energy comes out at -0.3308 hartree. As for the SMILES: O=C(O)CCc1c(CCF)cc2c(c1P(=O)(O)O)C(=O)c1ccccc1C2=O.CCCCCC.CCCCCC. The total charge is 0.

---

[2]
Here is C31H44FeN2O2P2 as an isolated structure from OMol25. Energies are from the ωB97M-V functional and the def2-TZVPD basis.

Element x y z (Å)
Fe: 0.2580 0.2153 0.0749
O: 3.6398 2.2281 -0.0214
C: 2.5144 1.8359 0.1615
O: 2.1169 0.6124 0.3317
C: 1.3642 2.8194 0.2995
C: 1.6297 4.1902 0.4545
C: 0.5623 5.0588 0.7461
C: -0.6828 4.5415 0.8659
C: -0.9726 3.0897 0.6731
N: 0.1819 2.2661 0.3337
H: 2.6555 4.5181 0.3696
H: 0.7363 6.1188 0.8848
H: -1.5307 5.1726 1.1142
H: -2.9738 3.4845 0.2283
C: -2.5292 0.2620 2.0936
P: -2.0279 0.1242 0.3405
C: -2.7264 1.5575 -0.5058
C: -3.6943 1.4613 -1.4807
C: -3.8695 2.4657 -2.4432
C: -2.8867 3.4878 -2.5786
C: -1.9851 3.6801 -1.5938
C: -2.1621 2.9429 -0.2933
C: -2.9939 -1.2842 -0.2565
C: -3.0550 -1.5429 -1.6251
C: -3.7842 -2.6151 -2.1070
C: -4.4522 -3.4548 -1.2240
C: -4.3809 -3.2160 0.1402
C: -3.6538 -2.1371 0.6246
H: -2.1672 1.1954 2.5180
H: -2.0966 -0.5572 2.6681
H: -3.6144 0.2403 2.1609
H: -4.2917 0.5626 -1.5591
H: -4.6666 2.3782 -3.1696
H: -2.8511 4.0801 -3.4848
H: -1.2018 4.4262 -1.6750
H: -1.3323 2.7202 1.6430
H: -2.5374 -0.8924 -2.3199
H: -3.8266 -2.8009 -3.1743
H: -5.0229 -4.2952 -1.5972
H: -4.8950 -3.8682 0.8364
H: -3.6034 -1.9817 1.6940
C: 3.1137 -2.2059 1.3685
C: 3.2037 -2.5614 -0.1266
C: 3.9667 -3.8788 -0.3107
C: 4.0106 -1.4559 -0.8319
P: 1.4486 -2.6176 -0.8505
N: 0.4960 -1.4903 -0.2046
C: 0.6533 -4.2837 -0.4149
C: 0.8699 -4.5015 1.0922
C: 1.2248 -5.4691 -1.2017
C: -0.8593 -4.2186 -0.6337
C: 1.5512 -2.4189 -2.7401
C: 1.7838 -0.9468 -3.1063
C: 2.6338 -3.2890 -3.3936
C: 0.1957 -2.8344 -3.3234
H: 4.0897 -1.8351 1.6927
H: 2.8663 -3.0640 1.9886
H: 2.3927 -1.4158 1.5514
H: 4.9928 -3.7143 0.0301
H: 4.0171 -4.1860 -1.3560
H: 3.5602 -4.6978 0.2775
H: 4.9441 -1.3212 -0.2808
H: 3.4978 -0.5012 -0.8175
H: 4.2743 -1.7193 -1.8521
H: 1.9028 -4.7310 1.3394
H: 0.2642 -5.3552 1.4066
H: 0.5494 -3.6308 1.6683
H: 2.2998 -5.5788 -1.0856
H: 0.9980 -5.4057 -2.2654
H: 0.7584 -6.3851 -0.8266
H: -1.2666 -3.2854 -0.2565
H: -1.3224 -5.0401 -0.0796
H: -1.1418 -4.3321 -1.6771
H: 2.8059 -0.6209 -2.9262
H: 1.1126 -0.2891 -2.5628
H: 1.5710 -0.8141 -4.1706
H: 3.6445 -2.9889 -3.1317
H: 2.5385 -3.1951 -4.4798
H: 2.5120 -4.3440 -3.1484
H: -0.6238 -2.3701 -2.7834
H: 0.0586 -3.9146 -3.3118
H: 0.1468 -2.5121 -4.3679

Its LUMO energy (spin up / spin down) is -3.2 / -4.6 eV. The HOMO energy (spin up / spin down) comes out at -0.3795 / -0.4235 hartree. As for the spin multiplicity: 6. The total charge is +1.

---

[3]
Here is C31H45Al2Br2ClF2MgNO18S as an isolated structure in a non-equilibrium geometry from OMol25. Energies are from the ωB97M-V functional and the def2-TZVPD basis.

Element x y z (Å)
C: 1.2727 -0.7037 3.8550
C: 0.4460 -2.0124 3.5053
C: 0.0922 -2.0649 1.9807
C: -1.4429 -2.1979 1.7095
C: -1.5604 -2.5522 0.1872
C: -2.8020 -1.9711 -0.5176
C: -3.0600 -0.4559 -0.3203
C: -1.8525 0.4838 -0.6136
C: -2.0791 1.8064 0.2003
C: -0.9239 2.8610 -0.0114
C: 0.2325 2.6832 1.0471
C: 1.6643 2.7033 0.3755
C: 2.5539 1.4901 0.8281
C: 3.3312 0.9869 -0.4620
C: 2.2777 0.2270 -1.3231
C: 2.8147 -0.8908 -2.2455
O: 2.0091 -1.5706 -2.8007
C: 4.5158 0.1031 0.0883
C: 4.0906 -1.2184 0.7344
O: 3.2910 -1.3824 1.5569
O: 4.8325 -2.3907 0.2864
C: 4.0387 -3.4657 0.3057
C: 3.0271 -3.8107 -0.7768
O: 4.1619 -4.2268 1.2295
O: 3.9224 2.1716 -1.0496
C: 3.9010 2.2145 -2.3850
O: 3.0501 2.6842 -3.0000
S: 5.3325 1.5680 -3.4044
O: 5.8335 0.3204 -2.9065
O: 6.3158 2.5902 -3.3121
F: 4.8714 1.4451 -4.9214
H: 0.7191 -0.1220 4.6101
H: 1.3775 -0.1046 2.9309
H: 2.2670 -1.0018 4.2295
H: -0.4561 -2.0230 4.1465
H: 1.0419 -2.9271 3.7313
H: 0.4485 -1.1483 1.4731
H: 0.5658 -2.9652 1.5232
H: -1.8518 -3.0524 2.2867
H: -1.9867 -1.2876 2.0148
H: -0.6358 -2.2208 -0.3291
H: -1.6074 -3.6584 0.0717
H: -2.7473 -2.2175 -1.7671
H: -3.6906 -2.5330 -0.1430
H: -3.8823 -0.1832 -1.0152
H: -3.3782 -0.3337 0.7388
H: -0.8895 0.0447 -0.2715
H: -1.8578 0.7518 -1.6868
H: -2.0713 1.5823 1.2937
H: -3.0754 2.2104 -0.0652
H: -0.5895 2.7404 -1.0656
H: -1.4059 3.8546 0.0578
H: 0.0578 1.7498 1.6162
H: 0.2031 3.5840 1.6890
H: 2.1968 3.6239 0.6858
H: 1.4839 2.7466 -0.7178
H: 1.9080 0.7079 1.2540
H: 3.2564 1.8579 1.6115
H: 1.6061 -0.2896 -0.5986
H: 1.5975 0.8893 -1.8982
H: 3.8919 -1.1442 -2.3939
H: 4.9805 0.7044 0.9053
H: 5.3241 -0.0976 -0.6423
H: 2.8342 -4.8987 -0.8315
H: 2.0615 -3.3125 -0.5487
H: 3.3505 -3.4860 -1.7852
F: 2.5211 2.4608 3.1944
Al: 3.3577 -4.1862 3.0166
N: -4.4132 2.3447 -2.9550
O: -5.0094 2.9822 -3.8631
O: -4.4030 2.7847 -1.8101
O: -3.8369 1.2718 -3.2295
Cl: 7.1816 -3.3347 0.8628
Mg: 6.2151 -1.9610 2.4781
C: 4.7658 2.7273 6.4024
C: 4.7925 4.0802 6.8174
C: 3.4212 4.7160 6.9447
O: 3.2340 5.8398 7.3536
C: 2.2627 3.9198 6.5401
C: 2.2391 2.5705 6.1123
C: 3.5998 1.9017 6.0881
O: 3.7743 0.7343 5.8226
O: 1.2707 1.9304 5.7792
O: 5.7767 4.7430 7.0740
H: 5.7058 2.1954 6.2976
H: 1.3267 4.4669 6.5924
Al: 7.6794 -4.9144 2.8530
C: -8.9922 -3.2915 -5.4196
C: -8.6432 -2.5941 -4.1204
O: -7.4347 -1.8161 -4.2476
C: -7.5571 -0.6723 -4.8900
O: -8.5582 -0.2190 -5.3606
O: -6.3233 -0.0925 -4.9393
C: -6.1996 1.0761 -5.6652
H: -8.1483 -3.8871 -5.7721
H: -9.8559 -3.9412 -5.2845
H: -9.2252 -2.5720 -6.2052
H: -8.4474 -3.3386 -3.3506
H: -9.4626 -1.9683 -3.7647
H: -6.9251 1.8229 -5.3515
H: -6.2991 0.8627 -6.8316
H: -5.1776 1.4745 -5.4853
Br: -1.8460 -2.2752 -2.9608
Br: -7.5701 0.6935 -7.6732

Its LUMO energy is -7.0 eV. The HOMO energy comes out at -0.3132 hartree. The total charge is +1.